# 1
A molecular structure, C44H46BCl2N10O2S2W. Source: OMol25; level of theory: ωB97M-V/def2-TZVPD.

As for the total energy: -4211.087950 hartree. As for the net charge: +1. The energy above the lowest of the compared OMol25 structures with the same formula, charge and spin is 24.8 kJ/mol. The calculation puts the LUMO energy (alpha / beta) at -3.3 / -3.3 eV. The calculation puts the HOMO energy (alpha / beta) at -8.89 / -8.89 eV.

CARTESIAN COORDINATES (ANGSTROEM)
W  -0.791  0.940  1.496
Cl  1.485  -4.552  5.141
Cl  -1.636  -4.640  5.609
S  -3.016  0.711  -0.005
S  -0.695  3.255  0.053
O  2.846  -0.071  3.217
O  -3.985  -0.894  3.414
N  0.280  2.338  2.823
N  -3.407  -1.196  -1.909
N  -0.762  -1.005  0.447
N  -2.615  2.153  2.246
N  0.619  -0.143  2.577
N  0.996  0.914  0.207
N  -1.832  -0.216  2.890
N  -0.487  2.465  -2.587
N  -2.261  0.519  -2.642
N  1.110  3.793  -1.900
C  4.590  0.506  -2.222
C  -0.561  -4.747  -1.759
C  -1.925  -5.014  -2.414
C  3.324  0.633  -1.396
C  -4.244  3.917  2.314
C  1.843  4.773  -1.125
C  -2.852  -0.009  -1.559
C  -1.584  -2.040  0.694
C  0.217  -2.364  -1.268
C  4.558  -0.716  -3.143
C  2.273  -0.253  -1.461
C  0.387  2.667  -3.632
C  2.441  2.674  3.864
C  0.208  -1.310  3.230
C  1.026  -2.295  3.760
C  -3.170  -0.062  3.044
C  2.019  1.789  0.250
C  -3.129  -1.430  -3.237
C  -3.561  1.346  2.775
C  -0.617  -3.429  -1.010
C  0.799  4.369  4.001
C  1.157  -0.139  -0.628
C  0.461  -3.325  4.499
C  4.757  1.766  -3.084
C  -1.735  -2.364  4.191
C  -1.533  -3.237  0.032
C  5.789  0.368  -1.269
C  -0.914  -3.358  4.710
C  -5.200  3.077  2.871
C  -0.243  -5.871  -0.760
C  1.791  0.459  2.943
C  1.370  3.496  -3.220
C  -2.416  -0.369  -3.680
C  2.087  3.938  4.292
C  -4.842  1.764  3.092
C  -4.328  -1.973  -1.100
C  -0.047  3.563  3.273
C  -2.997  3.422  2.008
C  1.524  1.907  3.166
C  0.507  -4.740  -2.855
C  0.166  -1.189  -0.513
C  3.171  1.680  -0.478
C  -1.179  -1.333  3.444
C  -0.020  3.140  -1.526
B  -1.985  2.054  -2.823
H  -4.180  -3.034  -1.290
H  -2.795  -2.399  4.374
H  2.314  -1.094  -2.134
H  -2.218  -4.020  0.327
H  0.205  2.237  -4.601
H  -5.355  -1.702  -1.348
H  -4.164  -1.752  -0.051
H  -2.731  -5.031  -1.678
H  1.887  2.638  0.899
H  -3.488  -2.301  -3.756
H  -2.146  -4.250  -3.161
H  5.899  1.241  -0.624
H  -2.653  2.640  -2.030
H  -5.521  1.027  3.496
H  -6.189  3.439  3.112
H  -0.991  -5.932  0.030
H  1.656  5.772  -1.519
H  4.816  2.668  -2.472
H  -1.908  -5.984  -2.912
H  1.497  4.735  -0.096
H  1.506  -4.588  -2.442
H  -1.041  3.911  3.059
H  6.705  0.260  -1.850
H  2.911  4.570  -1.174
H  5.677  1.693  -3.665
H  3.727  -0.666  -3.849
H  -2.046  -0.154  -4.667
H  0.959  -2.435  -2.047
H  -0.223  -6.828  -1.282
H  0.309  -3.968  -3.602
H  5.678  -0.513  -0.635
H  3.402  2.227  4.078
H  2.203  3.927  -3.748
H  -4.459  4.956  2.108
H  4.484  -1.642  -2.568
H  0.732  -5.713  -0.297
H  0.504  -5.703  -3.365
H  -2.288  4.078  1.529
H  -2.235  2.318  -3.965
H  2.094  -2.246  3.613
H  3.955  2.410  -0.334
H  5.482  -0.756  -3.718
H  2.770  4.559  4.854
H  0.439  5.328  4.348
H  -2.328  -1.898  1.463
H  3.919  1.867  -3.776

Atom charges from the Mulliken analysis, given in e for atoms 1 to 6:
1 W 0.650
2 Cl -0.200
3 Cl -0.195
4 S 0.278
5 S -0.092
6 O -0.743

---

# 2
4 unconnected molecules or ions with the total composition C4H15NO3. Source: OMol25; level of theory: ωB97M-V/def2-TZVPD.

As for the total energy: -441.823934 hartree. The energy above the lowest of the compared OMol25 structures with the same formula, charge and spin is 152.1 kJ/mol. The calculation puts the LUMO energy at 0.6 eV. The calculation puts the HOMO energy at -7.82 eV. Its SMILES is C=C(C)NC.O.O.O.

CARTESIAN COORDINATES (ANGSTROEM)
O  -3.153  3.261  0.086
O  -0.898  -3.602  -0.800
O  -0.219  -2.855  2.007
N  1.030  1.605  -0.407
C  -0.997  0.413  0.067
C  0.306  0.430  -0.270
C  1.052  -0.842  -0.436
C  2.449  1.764  -0.290
H  -2.388  3.727  -0.320
H  3.023  0.935  0.138
H  -1.702  1.232  -0.008
H  -3.606  2.815  -0.624
H  1.450  -1.342  0.448
H  0.554  -1.715  -0.883
H  2.717  2.539  0.433
H  2.878  1.968  -1.276
H  1.896  -0.791  -1.132
H  -1.004  -3.213  2.444
H  0.439  2.406  -0.237
H  -0.319  -1.899  1.897
H  -0.637  -3.394  0.119
H  -1.420  -2.892  -1.237
H  -1.449  -0.549  0.280

Atom charges from the natural (NBO) analysis, given in e for atoms 1 to 6:
1 O -0.937
2 O -0.981
3 O -0.958
4 N -0.612
5 C -0.576
6 C 0.213